(1)
An isolated molecule of C5H8N2, computed with ωB97M-V/def2-TZVPD.

Values from the calculation:
Frontier orbital gap: 7.99 eV
Energy above the lowest of the compared OMol25 structures with the same formula, charge and spin: 373.8 kJ/mol
E_LUMO: -0.140 eV
HOMO energy: -8.13 eV

```
15
Properties=species:S:1:pos:R:3:mulliken_charge:R:1
C -1.7921 -0.5353 0.2161 -0.79
N -0.6691 0.3517 0.0063 0.70
C 0.6555 0.0299 -0.5710 0.36
C 1.4398 1.2992 -0.4899 -0.71
C 1.3069 -1.1920 0.0935 -1.28
C 0.4897 2.1506 0.0859 -0.30
N -0.7141 1.5805 0.3659 -0.71
H -2.0224 -1.0745 -0.7072 0.29
H -2.6503 0.0699 0.5104 0.29
H -1.5666 -1.2634 1.0038 0.30
H 0.4805 -0.1578 -1.6428 0.32
H 2.3897 -1.0657 0.0508 0.39
H 1.0412 -2.1263 -0.4070 0.32
H 1.0139 -1.2660 1.1454 0.37
H 0.5975 3.1993 0.3399 0.44
```

---

(2)
A cluster of 9 separate species, C19H60N4O9 in total, computed with ωB97M-V/def2-TZVPD.

Values from the calculation:
SMILES: COC[C@H](C)N.COC[C@H](C)N.COC[C@H](C)N.COC[C@H](C)N.CC(C)O.O.O.O.O
Frontier orbital gap: 8.64 eV
Energy above the lowest of the compared OMol25 structures with the same formula, charge and spin: 88.9 kJ/mol
E_LUMO: 0.240 eV
HOMO energy: -8.40 eV

```
92
Properties=species:S:1:pos:R:3:mulliken_charge:R:1
C 3.8355 -4.8568 4.4525 -1.36
C 4.5205 -6.0452 5.1314 0.37
C 4.0971 -6.1549 6.6074 -1.04
O 3.9934 -7.1890 4.4447 -0.32
H 2.7642 -5.0578 4.4416 0.30
H 4.2759 -4.8118 3.4565 0.33
H 3.9859 -3.8968 4.9464 0.41
H 5.6027 -5.9725 5.0235 0.38
H 3.0338 -6.3937 6.5859 0.08
H 4.3083 -5.1680 7.0193 0.43
H 4.6254 -6.8345 7.2760 0.31
H 4.4073 -7.9317 4.8904 0.12
O 1.3913 -8.0489 3.6488 -0.57
H 1.3804 -8.9330 4.0154 0.16
H 1.9740 -7.5565 4.2268 0.26
O 4.2132 -11.4881 6.4527 -0.51
H 4.2546 -12.2008 5.8150 0.17
H 4.7313 -11.7997 7.1948 0.20
O 6.2103 -9.3810 5.7432 -0.68
H 6.4067 -9.4898 4.8127 0.35
H 5.4009 -9.8742 5.8769 0.29
O 2.1790 -10.4392 4.6334 0.27
H 1.8009 -10.8831 5.3924 0.10
H 3.1250 -10.4996 4.7666 -0.18
C 2.5681 -12.2975 9.5460 -1.45
C 2.7453 -10.7455 9.6965 0.26
C 4.0398 -10.1703 10.3518 -0.89
O 5.1135 -10.3589 9.3928 -0.12
C 6.4224 -10.1658 9.8323 -0.94
N 2.5337 -10.0839 8.3836 0.11
H 3.3792 -12.8215 9.0405 0.20
H 1.6045 -12.5741 9.1180 0.36
H 2.3253 -12.7356 10.5141 0.45
H 1.9280 -10.3795 10.3179 0.36
H 4.2523 -10.7514 11.2492 0.40
H 3.8220 -9.1118 10.4943 0.42
H 7.1656 -10.2429 9.0387 0.25
H 6.7067 -10.8240 10.6532 0.32
H 6.5017 -9.1258 10.1491 0.34
H 2.3912 -9.1327 8.6919 0.16
H 3.3586 -10.0289 7.8034 -0.21
C 4.9192 -9.7250 0.6332 -1.66
C 4.5639 -10.3202 2.0685 0.91
C 4.1240 -11.7081 2.0559 -0.60
O 3.1521 -12.1099 1.0149 -0.44
C 1.8819 -11.5394 1.1102 -0.52
N 5.8639 -10.1539 2.7594 -0.44
H 5.1593 -8.6705 0.7694 0.49
H 4.0310 -9.7008 0.0018 0.33
H 5.8281 -10.1707 0.2291 0.38
H 3.8690 -9.7047 2.6398 -0.34
H 3.8240 -11.9294 3.0802 0.26
H 5.0110 -12.2788 1.7811 0.39
H 2.0088 -10.4613 1.2082 0.22
H 1.4381 -11.8506 2.0559 0.20
H 1.2305 -11.8712 0.3017 0.33
H 6.3884 -9.3835 2.3700 0.29
H 6.4915 -10.9452 2.7566 0.22
C 0.2750 -8.3669 6.4917 0.38
C -0.4443 -8.7252 7.8057 0.46
C -1.8743 -8.2131 8.0806 -0.78
O -1.8437 -6.7845 7.8309 -0.38
C -1.4702 -5.9592 8.9926 -0.70
N -0.2995 -10.1633 7.9225 -0.34
H 0.2454 -7.3009 6.2662 0.36
H -0.1857 -9.0125 5.7440 -0.49
H 1.3124 -8.6708 6.6312 -0.16
H 0.2644 -8.3428 8.5402 0.12
H -2.2768 -8.5282 9.0433 0.42
H -2.5014 -8.7306 7.3546 0.09
H -0.3850 -5.9431 9.0932 0.23
H -1.8676 -6.3881 9.9124 0.31
H -1.7821 -4.9169 9.0596 0.30
H 0.6729 -10.4362 7.9281 -0.05
H -0.6425 -10.5206 8.8027 0.29
C -3.3964 -12.3248 6.3257 -1.69
C -2.3512 -11.9546 5.3175 0.64
C -2.4989 -10.6897 4.5187 -0.42
O -1.5807 -10.7412 3.4544 -0.30
C -1.6561 -9.5277 2.6298 -0.74
N -0.9884 -12.1044 5.7806 -0.72
H -3.7143 -11.4249 6.8522 0.27
H -3.0487 -13.1133 6.9931 0.39
H -4.2558 -12.8031 5.8557 0.44
H -2.3930 -12.7415 4.5644 0.30
H -2.2723 -9.8099 5.1210 0.04
H -3.5026 -10.4773 4.1506 0.52
H -2.5971 -9.3832 2.0990 0.33
H -0.7666 -9.5454 2.0002 0.17
H -1.4432 -8.6065 3.1723 0.30
H -0.7758 -11.3665 6.4367 0.29
H -0.4903 -11.7092 4.9959 0.20
```

---

(3)
A structure of composition C10H8N2OS, computed with ωB97M-V/def2-TZVPD.

Values from the calculation:
Frontier orbital gap: 5.54 eV
Energy above the lowest of the compared OMol25 structures with the same formula, charge and spin: 302.8 kJ/mol
E_LUMO: -1.547 eV
HOMO energy: -7.09 eV

```
22
Properties=species:S:1:pos:R:3:mulliken_charge:R:1
C -0.6784 -3.2744 -1.2953 -0.24
C -1.0432 -1.9879 -1.5286 -0.61
C 0.1876 -3.5810 -0.2220 -0.68
C -0.3373 2.6393 -0.8523 -0.83
C 0.5256 2.7141 1.3095 -0.75
C 0.6233 -2.5531 0.5652 -0.14
C -0.3879 1.3810 -0.3443 0.47
C 0.1658 1.4525 1.0256 0.38
C -0.5236 -0.9276 -0.7153 0.71
C 0.2456 3.5918 0.1393 -0.37
N -0.8397 0.3021 -1.0173 -0.69
N 0.3239 -1.2865 0.2917 -0.42
O 1.4927 0.0704 2.7934 -0.45
S 0.1944 0.0873 2.1502 0.53
H -1.0459 -4.0724 -1.9232 0.39
H -1.7254 -1.7058 -2.3133 0.44
H 0.5041 -4.5915 -0.0295 0.38
H -0.6199 2.9186 -1.8493 0.45
H 0.9469 3.0671 2.2349 0.45
H 1.2783 -2.7074 1.4131 0.38
H 1.1537 4.0657 -0.2455 0.29
H -0.4406 4.3977 0.4132 0.30
```